The following is a quantum chemistry calculation of the molecule C7H17N2O2P in a non-equilibrium geometry, from OMol25.

Last column: natural (NBO) charge in e.
Geometry (Å):
H: -1.1603 2.1265 -1.9815  0.257
O: 0.6643 2.3866 1.1832  -1.102
H: -4.3759 -0.8642 -1.2568  0.225
H: 4.0210 0.4602 0.3194  0.210
P: -0.0519 1.5747 0.1785  2.105
C: -0.3339 2.5266 -1.3085  -1.056
C: -3.2271 -0.4356 0.5732  -0.096
H: -5.1892 0.2946 -0.0738  0.218
H: 0.7230 2.5387 -1.6998  0.256
H: 3.2934 0.7264 -1.3006  0.204
H: 3.0003 -0.7294 2.0375  0.212
N: -1.4760 1.0356 0.8163  -0.388
H: 1.1787 -1.1549 1.9040  0.202
H: -2.8727 -1.4177 0.5810  0.186
H: 1.4001 -2.1660 -0.4870  0.209
C: 2.1865 -1.5467 -0.6942  -0.603
H: 2.7612 1.7456 0.1437  0.245
C: -4.5400 -0.5959 -0.1351  -0.637
H: -0.5630 3.6458 -1.0577  0.265
H: 2.1297 -1.4788 -1.7655  0.216
H: -3.2412 -0.2146 1.6366  0.207
C: 3.2023 0.7767 -0.1787  -0.597
H: 1.7540 0.4902 2.0025  0.235
C: 2.0340 -0.4278 1.6611  -0.598
H: 3.1309 -2.0515 -0.2875  0.197
N: 0.8026 0.2659 -0.4440  -0.593
C: 2.0272 -0.2325 0.0307  0.080
O: -2.3191 0.5077 -0.0686  -0.288
H: -5.1758 -1.5071 0.3268  0.230

Values from the calculation:
charge = 0
orbital gap (spin up / spin down) = 0.286 / 0.314 Eh
energy above the lowest of the compared OMol25 structures with the same formula, charge and spin = 131.3 kcal per mole
spin multiplicity = 1



The following is a quantum chemistry calculation of the molecule C2H4ClNOS in a non-equilibrium geometry, from OMol25.

Last column: natural (NBO) charge in e.
Geometry (Å):
H: -1.2529 1.2745 -1.2192  0.389
O: -1.0321 -0.7745 -1.2412  -0.552
H: 0.0584 -1.3498 1.2096  0.260
N: -0.5946 0.5410 -0.9865  -0.330
C: 0.7043 -0.4063 0.9309  -0.449
H: -0.3704 -1.1533 -1.8026  0.480
Cl: 2.0419 -0.8045 -0.2274  -0.065
C: -0.1445 0.7046 0.3087  0.046
H: 1.1992 -0.0415 1.8752  0.257
S: -0.6094 2.0100 1.1525  -0.035

Values from the calculation:
charge = 0
SMILES = ONC(=S)CCl
orbital gap = 0.326 Eh
energy above the lowest of the compared OMol25 structures with the same formula, charge and spin = 43.7 kcal per mole
spin multiplicity = 1



The following is a quantum chemistry calculation of a structure of composition C28H30N6O8S3SbSc, from OMol25.

Last column: Mulliken spin population.
Geometry (Å):
H: -0.6416 2.7194 3.8421  0.000
O: 0.5396 1.5914 -2.0029  -0.008
H: -7.0015 3.0481 3.5935  0.000
N: 1.9239 1.4946 0.4942  -0.047
H: 3.4711 -3.9407 -2.4512  -0.005
O: 0.4948 -0.2112 4.0199  0.000
H: -2.5396 1.3779 2.5245  0.000
H: 1.1673 -2.3369 0.6899  -0.002
S: 4.2031 0.4930 -1.9089  0.018
C: -6.2785 3.6177 4.1795  0.000
S: 5.2235 -1.2228 -1.2485  0.006
C: 1.0125 3.5589 2.0698  -0.001
H: 2.6717 -1.5512 -3.7974  0.000
N: -1.4248 0.6525 4.8537  0.000
H: -0.0251 -2.8698 3.4650  -0.001
H: 3.0745 -4.6264 -6.2608  0.000
C: 1.5900 -3.0422 -2.1658  -0.055
C: 1.7366 3.8203 0.9226  0.003
H: -2.9157 0.8932 0.0638  0.000
C: -0.3549 1.9887 -5.5207  0.000
C: -3.0825 1.7188 3.3985  0.000
H: 4.5156 -2.4040 -5.5773  0.000
C: -1.7691 -1.2802 1.2922  0.002
O: 1.9855 -2.0487 -1.4429  0.248
S: 3.2968 -3.6315 1.0993  0.183
H: 1.2987 -4.2544 -4.5673  0.000
N: 0.2760 -1.8368 0.7862  0.047
C: -0.6047 -3.2313 2.6146  0.002
C: 2.2960 -4.5079 -4.2042  0.002
H: 1.9482 4.8351 0.6176  0.000
H: -1.5891 -3.5382 2.9636  0.000
H: -5.0946 2.7925 6.4968  0.000
C: -0.4536 2.5408 -4.0890  0.001
H: -1.4896 -0.2092 5.3711  0.000
C: 0.7728 2.2409 2.4412  0.022
C: 0.7772 0.5352 -4.0449  -0.010
O: -1.0338 3.5498 -3.7528  0.000
C: 3.3638 -4.2699 -5.2733  0.000
C: -0.7354 -2.1537 1.5954  0.009
H: -6.7341 3.8526 5.1406  0.000
Sc: 1.7114 -0.0483 -1.3556  -0.060
C: -4.2526 2.4437 3.2534  0.000
O: 0.5420 -3.6456 -2.0649  0.000
O: -0.8361 2.4836 -6.5039  0.000
C: 0.4682 0.6974 -5.4576  -0.004
H: -2.1942 0.3918 -1.4637  0.000
Sb: 4.1170 -1.4908 0.9884  0.666
C: 0.2940 1.5842 -3.2738  0.005
H: -6.0995 4.5558 3.6522  0.000
N: 3.3105 -2.3678 -3.8322  0.000
C: 1.2578 1.2323 1.6224  -0.035
C: 2.1696 2.7578 0.1484  0.004
C: -1.9719 0.6674 -0.4320  0.000
H: 1.1306 0.1960 1.8987  0.017
C: -1.2767 -0.4532 0.2718  0.002
C: -2.6095 1.4016 4.6714  0.000
H: -0.0843 -4.0945 2.2017  0.000
N: -0.0135 1.9791 3.5747  0.000
H: -2.9803 1.5552 6.7716  0.000
C: -0.2538 0.7353 4.1227  -0.001
N: -0.0252 -0.8017 -0.0241  -0.006
H: 2.7695 -2.2560 -5.8476  0.000
H: 4.2976 -4.7623 -4.9924  0.000
C: -5.0003 2.8437 4.3585  0.000
H: 4.1602 -2.0775 -3.3172  0.003
H: -1.3543 1.5635 -0.4689  0.000
C: -3.3451 1.7951 5.7809  0.000
H: -4.6025 2.6846 2.2563  0.000
H: 2.2729 -5.5323 -3.8404  0.000
O: 1.4243 -0.4139 -3.4505  0.007
H: 0.6375 4.3714 2.6827  0.000
C: 2.6903 -3.5399 -3.1045  -0.010
C: -4.5314 2.4970 5.6195  0.000
C: 3.5381 -2.7565 -5.2568  0.001
O: 0.7881 -0.0098 -6.3919  0.000
H: 2.7289 2.9085 -0.7656  0.000
H: -2.7481 -1.2495 1.7408  0.000

Values from the calculation:
expectation value of S² = 0.755
charge = -1
orbital gap (spin up / spin down) = 0.193 / 0.235 Eh
spin multiplicity = 2



The following is a quantum chemistry calculation of a cluster of 2 separate species, C4H11N2S in total in a non-equilibrium geometry, from OMol25.

Last column: natural (NBO) charge in e.
Geometry (Å):
C: 1.3751 1.0322 0.1993  0.283
C: 1.9465 3.0690 -0.7948  -0.450
H: 0.4047 -0.4073 -0.8394  0.431
S: -0.3495 -1.9944 0.4912  -0.666
N: 0.8746 0.5212 -0.9961  -0.903
N: 1.9446 2.1659 0.3453  -0.547
H: -2.5556 0.0909 0.8579  0.195
H: 1.1569 0.3818 1.0433  0.197
C: -2.1287 -2.0305 0.5012  -0.525
H: 1.7603 4.0836 -0.4433  0.182
H: -3.8737 -0.8018 0.1248  0.168
H: 1.5129 0.6551 -1.7638  0.363
H: -2.4474 -0.3684 -0.8543  0.195
H: -2.5384 -2.2786 1.4933  0.166
H: 2.9211 3.0821 -1.2912  0.173
H: -2.4834 -2.8025 -0.1874  0.170
H: 1.1803 2.8447 -1.5471  0.176
C: -2.7813 -0.6917 0.1336  -0.608

Values from the calculation:
charge = -1
orbital gap = 0.245 Eh
energy above the lowest of the compared OMol25 structures with the same formula, charge and spin = 12.6 kcal per mole
spin multiplicity = 1